14
Properties=species:S:1:pos:R:3 method="wB97M-V/def2-TZVPD" smiles="[NH3+][C@H]1CN=CN1" homo_ev=-14.6 e_tot_ev=-7702.525 e_lumo_ev=-3.69 gap_ev=10.9 de_lowest_ev=2.754 total_charge=+1
C -1.7604 -0.6651 -0.2719
C -0.5730 1.1058 0.3163
C 0.3806 -0.0874 0.4841
N -1.6963 0.5710 -0.3379
N -0.3342 -1.2560 0.2695
N 1.5190 -0.0156 -0.6295
H -2.4857 -1.2055 -0.6523
H -0.9046 1.5354 1.2227
H -0.1334 2.0109 -0.0442
H 1.0036 -0.0643 1.3318
H -0.4348 -1.7928 1.1773
H 1.8755 -0.9294 -1.0637
H 2.3828 0.5335 -0.3075
H 1.1609 0.2595 -1.4947

14
Properties=species:S:1:pos:R:3 method="wB97M-V/def2-TZVPD" homo_ev="-14.0 / -14.0" e_tot_ev=-7700.172 e_lumo_ev="-4.81 / -5.03" gap_ev="9.2 / 8.9" de_lowest_ev=5.106 total_charge=+1
C 2.7676 0.6334 0.0135
C 0.0820 -0.5751 -0.1132
C -2.1399 0.6507 0.2615
N 2.3168 -0.4908 -0.2159
N -0.5733 0.5250 0.1446
N -0.2039 -1.8374 -0.2728
H 3.8890 0.4768 0.1717
H 2.5390 1.7168 0.1001
H -2.6190 0.0789 1.0565
H -2.6194 1.6966 0.3587
H -2.4880 0.2468 -0.6240
H -0.1413 1.4338 0.0770
H 0.3181 -2.4832 -0.8102
H -1.1277 -2.0722 -0.1476

14
Properties=species:S:1:pos:R:3 method="wB97M-V/def2-TZVPD" homo_ev="-15.3 / -14.5" e_tot_ev=-7698.802 e_lumo_ev="-6.14 / -8.56" gap_ev="9.2 / 5.9" de_lowest_ev=6.477 total_charge=+1
C 1.8575 0.5442 1.1722
C 0.0489 -0.0459 -0.3280
C -2.2091 -0.3238 -1.0240
N 2.3470 -0.6097 1.2638
N 0.6482 0.8607 0.6682
N -1.2104 -0.3784 0.0187
H 2.3855 1.2875 1.7279
H 0.2333 0.2977 -1.3634
H 0.6548 -0.9654 -0.2953
H -3.1109 0.3051 -0.5961
H -1.5382 0.0879 -1.8672
H -2.5461 -1.3036 -1.1948
H 0.3747 1.7916 0.9036
H 2.0648 -1.5480 0.9144

14
Properties=species:S:1:pos:R:3 method="wB97M-V/def2-TZVPD" homo_ev=-15.7 e_tot_ev=-7697.910 e_lumo_ev=-5.47 gap_ev=10.2 de_lowest_ev=7.368 total_charge=+1
C -0.2198 0.2833 -1.2077
C -1.2161 0.1874 0.0221
C 1.0604 0.1173 -0.4041
N 0.7464 0.8937 0.8394
N 0.8038 -1.1036 0.3657
N -0.1654 -0.2328 0.9937
H -0.5421 -0.3818 -1.9306
H -0.5143 1.1676 -1.6513
H -1.6258 1.1185 0.1581
H -1.8997 -0.6306 -0.0881
H 2.1181 0.1348 -0.9035
H 1.5930 1.0027 1.3421
H 0.3523 -1.9269 0.0538
H -0.4908 -0.6296 2.4104